{"formula": "C50H40BN8O20", "method": "wB97M-V/def2-TZVPD", "multiplicity": 1, "total_charge": -1, "homo_ev": -7.96, "elements": ["O", "C", "O", "B", "O", "C", "O", "O", "C", "O", "C", "O", "O", "C", "C", "C", "C", "C", "C", "N", "O", "O", "H", "H", "H", "H", "H", "C", "C", "C", "C", "C", "C", "N", "O", "O", "H", "H", "H", "H", "H", "C", "C", "C", "C", "C", "C", "N", "O", "O", "H", "H", "H", "H", "H", "C", "C", "C", "C", "C", "C", "N", "O", "O", "H", "H", "H", "H", "H", "C", "C", "C", "C", "C", "C", "N", "O", "O", "H", "H", "H", "H", "H", "C", "C", "C", "C", "C", "C", "N", "O", "O", "H", "H", "H", "H", "H", "N", "C", "C", "C", "C", "C", "H", "H", "H", "H", "H", "N", "C", "C", "C", "C", "C", "H", "H", "H", "H", "H"], "xyz": [[-8.10698, 41.99813, -2.11028], [-7.55418, 41.01514, -1.63666], [-6.33248, 40.66028, -1.73196], [-6.29889, 39.17600, -1.48713], [-7.50761, 38.92047, -0.68787], [-8.35684, 39.83478, -0.90438], [-9.57453, 39.81111, -0.58888], [-5.08544, 38.96291, -0.65561], [-4.51652, 37.84796, -1.05045], [-3.41726, 37.32004, -0.53964], [-5.23391, 37.44228, -2.41254], [-6.18826, 38.27358, -2.58542], [-4.92421, 36.50887, -3.11038], [0.63568, 37.51886, -0.05124], [-0.42123, 36.69366, 0.20495], [-0.45788, 35.37653, -0.35254], [0.56084, 34.97128, -1.17488], [1.70679, 35.79897, -1.29825], [1.73560, 37.05560, -0.72941], [0.37590, 33.72129, -1.98490], [-0.67253, 33.06926, -1.78855], [1.16484, 33.32804, -2.85650], [0.60432, 38.52666, 0.33577], [-1.33746, 36.96114, 0.71031], [-1.35670, 34.77784, -0.34348], [2.45666, 35.43129, -1.98302], [2.50336, 37.76567, -0.99913], [-8.98514, 36.22314, 3.08919], [-10.17990, 36.81922, 3.48553], [-10.31250, 38.22080, 3.20273], [-9.27365, 38.95811, 2.65135], [-8.05972, 38.28282, 2.29792], [-7.94738, 36.93070, 2.50604], [-9.40929, 40.44726, 2.39870], [-8.30783, 41.03769, 2.04977], [-10.52322, 41.00154, 2.34353], [-8.85805, 35.18297, 3.35046], [-11.03566, 36.20582, 3.72598], [-11.24301, 38.74971, 3.34694], [-7.24301, 38.77090, 1.78688], [-7.05796, 36.33005, 2.38545], [-13.35202, 38.40605, 1.35910], [-14.21221, 38.05716, 2.33582], [-14.52076, 38.99860, 3.34282], [-14.04373, 40.31524, 3.15999], [-13.26274, 40.70568, 2.09438], [-12.85839, 39.69275, 1.28562], [-14.51230, 41.36642, 4.15877], [-14.28280, 42.49141, 3.99044], [-15.00713, 40.94069, 5.16497], [-13.09463, 37.69024, 0.59245], [-14.55485, 37.03308, 2.31931], [-15.32184, 38.79714, 4.03859], [-12.89678, 41.70339, 1.90192], [-12.28271, 39.97403, 0.41621], [-12.25534, 42.86783, -1.06522], [-13.48374, 43.43319, -1.41551], [-13.79209, 43.77593, -2.72312], [-12.96094, 43.24389, -3.78626], [-11.71573, 42.64349, -3.42168], [-11.45152, 42.35926, -2.05981], [-13.36489, 43.36758, -5.25193], [-14.51774, 43.70198, -5.60029], [-12.56535, 42.94960, -6.08688], [-11.94375, 42.70644, -0.04380], [-13.94049, 43.90970, -0.56068], [-14.72588, 44.23127, -3.01825], [-11.11890, 42.02388, -4.07457], [-10.48718, 42.08580, -1.65771], [-8.35695, 44.22666, 0.17170], [-9.29634, 44.98280, 0.81457], [-9.12787, 46.36996, 0.70793], [-8.04953, 46.97336, -0.00656], [-7.21475, 46.13778, -0.79122], [-7.38779, 44.76555, -0.63669], [-7.90535, 48.40675, -0.04187], [-8.59179, 49.13266, 0.71762], [-7.07133, 48.85706, -0.85889], [-8.36835, 43.14819, 0.11537], [-10.10639, 44.48553, 1.32734], [-9.71769, 47.00558, 1.35175], [-6.44293, 46.51258, -1.44713], [-6.81573, 44.00770, -1.15127], [-5.83731, 33.96277, -0.77760], [-7.16536, 34.46447, -0.70661], [-8.25579, 33.65003, -0.54254], [-8.04011, 32.25116, -0.35643], [-6.69001, 31.74091, -0.31106], [-5.65663, 32.62229, -0.52371], [-9.14993, 31.25933, -0.36224], [-10.11775, 31.54618, -1.04986], [-9.10975, 30.16406, 0.15562], [-5.07537, 34.70426, -0.96739], [-7.21798, 35.54111, -0.77338], [-9.25843, 34.03973, -0.63871], [-6.44682, 30.73094, -0.01577], [-4.64898, 32.23417, -0.54363], [0.72902, 39.35765, -5.22189], [0.89168, 40.04469, -4.07472], [0.02940, 39.83892, -2.99832], [-0.83163, 38.73455, -3.02509], [-0.95133, 37.93242, -4.14074], [-0.19800, 38.29330, -5.27504], [1.59230, 40.85427, -3.93297], [0.09793, 40.54815, -2.18673], [-1.58485, 38.75278, -2.25133], [-1.62247, 37.08971, -4.21704], [-0.21589, 37.68424, -6.16673], [-5.63280, 42.59628, 4.05262], [-5.84768, 42.35513, 2.66372], [-5.25160, 41.32509, 2.03836], [-4.36207, 40.51504, 2.78583], [-3.93990, 40.86782, 4.05088], [-4.55900, 41.96768, 4.63905], [-6.74453, 42.78071, 2.23834], [-5.58249, 41.19189, 1.01897], [-4.04149, 39.55042, 2.42092], [-3.26667, 40.32887, 4.70104], [-4.17104, 42.24434, 5.60825]], "atomic_forces_ev_per_a": [[1.14, -1.13, 0.99], [-4.05, 1.23, -0.77], [1.35, -1.39, -0.73], [1.03, 1.40, 1.83], [1.21, -2.05, 0.00], [-4.68, 2.28, 0.51], [3.82, 0.33, -1.01], [0.11, -1.16, 0.18], [5.58, -1.67, 1.50], [-6.00, 2.49, -2.56], [2.40, -2.60, 0.73], [-1.70, 1.33, -1.11], [-0.25, 0.83, 0.52], [-0.41, 0.42, 1.15], [-0.96, -2.34, -0.56], [-0.52, 1.12, -0.27], [1.14, 0.68, 0.07], [-0.61, -1.29, -1.01], [0.25, -0.21, -1.10], [-1.20, -2.21, -0.99], [1.48, 1.51, 0.32], [-0.18, 1.71, 1.62], [0.09, 0.16, -0.08], [0.21, 0.49, 0.14], [-0.05, 0.05, 0.40], [0.35, 0.20, 0.08], [0.37, -0.23, 0.16], [-1.03, -0.13, 1.13], [0.57, 1.80, -1.90], [-0.25, -0.44, 0.10], [1.02, -0.77, 0.04], [-0.55, 1.08, -0.29], [-0.35, -0.48, 0.93], [1.67, 1.51, -2.38], [-3.85, -1.94, 1.43], [2.72, -1.47, 0.79], [0.12, -0.23, -0.31], [-0.01, 0.22, 0.53], [-0.18, -0.08, 0.30], [-0.11, 0.43, 0.26], [0.38, 0.53, -0.63], [0.93, 0.29, -1.14], [-0.45, 0.03, 1.94], [-0.35, 0.53, -1.48], [-1.22, -0.09, 0.86], [-0.03, 0.01, 0.92], [0.17, -0.02, -2.21], [0.57, -3.96, 0.07], [0.95, 4.14, -1.64], [-1.12, -1.02, 1.31], [0.17, -0.02, -0.06], [-0.46, 0.05, 0.44], [0.40, 0.04, 0.43], [-0.28, 0.08, 0.40], [0.44, -0.17, 0.00], [-0.88, -0.86, -1.04], [1.10, 1.65, 0.78], [0.49, -1.86, -2.01], [0.55, 0.61, 1.69], [-1.73, -1.49, 0.29], [0.52, 2.12, 0.06], [-0.88, -1.10, -1.18], [1.83, 0.02, 1.75], [-0.16, 0.63, 1.25], [-0.21, 0.19, 0.19], [-1.02, -0.07, -0.23], [0.01, 0.26, 0.17], [0.15, 0.79, -0.77], [0.29, -0.91, -0.92], [-0.05, -1.12, -0.72], [0.43, 1.04, -0.42], [0.77, 0.70, 0.80], [-1.07, -2.49, -0.24], [-0.34, 0.09, 0.82], [0.48, 0.51, -0.30], [0.37, 2.40, -0.22], [1.33, -1.69, -1.49], [-1.50, -0.64, 1.54], [-0.47, -0.15, 0.56], [-0.07, 0.40, 0.29], [-0.27, 0.25, -0.31], [-0.10, 0.25, 0.10], [0.42, 0.47, -0.37], [-2.23, 0.61, 0.51], [1.92, 0.14, -0.07], [-0.46, -1.97, -0.09], [2.27, -0.03, 0.02], [-2.42, 0.83, 0.55], [1.24, 0.02, -0.45], [-1.31, -0.15, -1.21], [0.08, 1.16, -0.04], [1.57, 0.20, 0.96], [0.44, -0.38, -0.02], [-0.67, 0.08, -0.20], [-0.09, -0.06, 0.20], [-0.41, -0.19, -0.31], [0.12, -0.13, 0.11], [-0.67, -1.58, -0.04], [-1.91, -1.08, -0.35], [0.43, -0.97, -0.54], [-0.70, 1.95, 0.52], [0.89, 0.35, -1.51], [1.90, 1.96, 2.18], [0.42, 0.02, -0.89], [-0.27, -0.23, 0.34], [0.06, -0.84, 0.38], [-0.15, 0.02, 0.26], [-0.03, 0.35, -0.26], [1.86, 0.05, -1.48], [-0.52, 0.21, 4.74], [1.11, -0.92, 0.06], [0.06, -0.49, -0.65], [-0.85, 0.74, -0.06], [-1.89, 0.47, -1.85], [0.26, 0.65, 0.07], [0.43, -0.75, -0.14], [0.18, 0.05, -0.54], [0.24, -0.40, -0.49], [-0.71, 0.48, 0.33]]}

---

{"formula": "C50H40BrClCoN4O2", "method": "wB97M-V/def2-TZVPD", "multiplicity": 1, "total_charge": 1, "homo_ev": [-10.87, -10.87], "elements": ["Co", "O", "C", "C", "C", "C", "C", "C", "C", "C", "C", "O", "C", "C", "C", "C", "C", "C", "C", "C", "C", "C", "C", "C", "N", "C", "C", "C", "C", "C", "C", "C", "C", "C", "C", "C", "C", "H", "H", "H", "H", "H", "H", "H", "H", "H", "H", "H", "H", "H", "H", "H", "H", "H", "H", "H", "H", "H", "H", "H", "H", "H", "H", "H", "Br", "C", "C", "C", "C", "C", "C", "N", "C", "C", "C", "C", "C", "C", "N", "H", "H", "H", "H", "H", "H", "H", "H", "H", "Cl", "C", "C", "C", "C", "N", "C", "H", "H", "H", "H"], "xyz": [[-0.36536, 0.32829, 0.05234], [0.68101, 0.76175, -1.35858], [0.72042, 0.18472, -2.63930], [-0.23969, -1.00875, -2.72772], [-0.00656, -1.99684, -1.63804], [0.44387, -3.27199, -1.93107], [0.62175, -4.18789, -0.91163], [0.36753, -3.78898, 0.38700], [-0.02955, -2.48618, 0.63409], [-0.16369, -1.97654, 2.02675], [0.91150, -0.90689, 2.33324], [0.87711, 0.12898, 1.37326], [0.66361, -0.28514, 3.70889], [1.34608, 0.88851, 4.02666], [1.23064, 1.46500, 5.28060], [0.42820, 0.87163, 6.25072], [-0.24997, -0.29686, 5.94888], [-0.13101, -0.87264, 4.68620], [2.28320, -1.59461, 2.31087], [2.87665, -1.87048, 1.08155], [4.09107, -2.53558, 1.00745], [4.74228, -2.93101, 2.16921], [4.16673, -2.65214, 3.39836], [2.94547, -1.98957, 3.46931], [-0.23428, -1.61219, -0.36527], [0.31694, 1.27957, -3.63873], [-0.84691, 1.25356, -4.39896], [-1.19549, 2.33199, -5.21094], [-0.38321, 3.45095, -5.26874], [0.79283, 3.48033, -4.52379], [1.13792, 2.40468, -3.72309], [2.14425, -0.28579, -2.93632], [3.12627, -0.22329, -1.96043], [4.41415, -0.68203, -2.22692], [4.72490, -1.20768, -3.47087], [3.74805, -1.25319, -4.45989], [2.46959, -0.78782, -4.19535], [-0.15331, -1.50472, -3.69260], [-1.24717, -0.62600, -2.63915], [0.64322, -3.52936, -2.96238], [0.96855, -5.19079, -1.12443], [0.52087, -4.45831, 1.22226], [-0.05087, -2.81414, 2.71101], [-1.14917, -1.53217, 2.17969], [1.99267, 1.33240, 3.27950], [1.77700, 2.37165, 5.51006], [0.34769, 1.30999, 7.23741], [-0.87002, -0.77325, 6.69826], [-0.66198, -1.79428, 4.49026], [2.39523, -1.54494, 0.16891], [4.52748, -2.74456, 0.03871], [5.69294, -3.44623, 2.11580], [4.66768, -2.94581, 4.31208], [2.51603, -1.78579, 4.44274], [-1.48711, 0.38300, -4.40079], [-2.09647, 2.28510, -5.81166], [-0.65057, 4.28746, -5.90165], [1.44702, 4.34157, -4.57908], [2.05734, 2.42842, -3.14849], [2.87816, 0.21491, -1.00354], [5.17794, -0.61359, -1.46237], [5.72487, -1.56668, -3.67825], [3.98909, -1.63725, -5.44321], [1.72126, -0.79946, -4.98191], [-6.33253, -2.83292, -3.43442], [-5.05655, -1.71134, -2.63484], [-4.32151, -2.17058, -1.55234], [-3.36974, -1.34557, -0.97752], [-3.16519, -0.06408, -1.46431], [-3.89613, 0.38102, -2.55824], [-4.84609, -0.43979, -3.14452], [-2.16830, 0.76828, -0.84255], [-2.37068, 2.01624, -0.79792], [-1.34094, 2.88611, -0.20175], [-1.41709, 4.25477, -0.18809], [-0.33812, 4.96831, 0.33509], [0.75990, 4.27743, 0.80025], [0.75235, 2.88423, 0.76382], [-0.29143, 2.22838, 0.29444], [-4.48720, -3.16584, -1.16431], [-2.77330, -1.71413, -0.15434], [-3.69588, 1.35255, -2.99381], [-5.40728, -0.09790, -4.00334], [-3.29236, 2.45794, -1.17386], [-2.29025, 4.75282, -0.58927], [-0.35905, 6.04951, 0.36401], [1.62485, 4.79671, 1.18809], [1.57054, 2.26897, 1.11592], [-5.17826, -1.04633, 3.64741], [-3.86153, 0.04391, 3.40341], [-3.53836, 0.99819, 4.35125], [-2.46868, 1.83447, 4.09003], [-1.76007, 1.66891, 2.91291], [-2.07442, 0.75241, 1.99562], [-3.12193, -0.03740, 2.23819], [-4.11063, 1.07673, 5.26588], [-2.17488, 2.59790, 4.79662], [-0.90237, 2.29279, 2.69608], [-3.40153, -0.75573, 1.47951]], "atomic_forces_ev_per_a": [[-0.88, -0.77, 0.46], [0.34, 0.01, -0.37], [-0.04, 0.02, 0.01], [0.09, 0.07, 0.09], [0.02, 0.02, 0.03], [-0.07, -0.06, -0.05], [-0.01, -0.01, 0.06], [0.01, -0.08, -0.02], [-0.04, 0.00, 0.06], [-0.07, 0.02, 0.03], [-0.01, 0.07, -0.21], [0.42, 0.14, 0.10], [0.02, -0.07, 0.07], [0.02, 0.02, -0.01], [-0.05, 0.01, -0.02], [0.00, 0.02, -0.02], [-0.03, 0.01, -0.04], [-0.01, 0.08, 0.00], [0.12, 0.07, -0.03], [0.07, 0.03, -0.05], [-0.01, -0.01, 0.04], [-0.02, 0.01, -0.03], [-0.06, 0.02, 0.01], [-0.02, -0.11, 0.03], [0.15, 0.20, -0.02], [-0.07, 0.11, 0.11], [0.08, 0.02, -0.05], [0.03, -0.04, 0.02], [0.04, 0.00, 0.04], [-0.02, -0.02, -0.01], [-0.01, 0.04, 0.05], [0.04, -0.08, -0.04], [0.11, 0.08, -0.04], [-0.04, 0.02, -0.03], [-0.03, 0.01, 0.01], [-0.03, 0.02, -0.01], [0.00, -0.05, 0.01], [0.02, 0.02, -0.02], [-0.21, -0.05, -0.06], [0.00, 0.00, 0.02], [0.00, 0.01, 0.01], [0.00, 0.01, -0.02], [-0.04, -0.01, 0.07], [0.04, -0.07, -0.01], [-0.01, -0.01, 0.02], [0.01, -0.02, 0.00], [0.00, 0.00, -0.02], [0.01, 0.00, -0.01], [-0.02, -0.02, -0.01], [0.02, 0.01, 0.04], [0.00, 0.02, -0.01], [-0.02, 0.01, 0.00], [-0.01, 0.00, -0.01], [0.01, 0.02, -0.03], [-0.08, -0.04, 0.02], [0.02, -0.01, 0.03], [0.01, -0.01, 0.01], [-0.01, -0.01, 0.00], [-0.03, 0.00, -0.01], [0.02, -0.05, 0.02], [-0.02, -0.01, 0.02], [-0.01, 0.01, 0.00], [-0.01, 0.00, 0.02], [0.02, -0.01, 0.01], [-0.09, -0.07, -0.05], [0.03, 0.02, 0.04], [0.00, 0.04, 0.02], [0.04, -0.20, 0.05], [0.25, 0.18, 0.23], [-0.02, 0.11, -0.15], [0.05, 0.03, 0.02], [0.08, -0.50, -0.55], [-0.01, 0.81, 0.15], [-0.42, -0.37, -0.32], [0.03, 0.46, 0.01], [-0.22, 0.02, -0.09], [0.12, -0.14, 0.04], [0.09, 0.13, 0.06], [0.01, 0.01, 0.10], [0.01, 0.00, -0.01], [0.02, 0.00, -0.06], [0.00, -0.02, 0.00], [0.01, -0.01, 0.02], [0.07, 0.07, 0.06], [0.05, 0.02, 0.01], [-0.01, -0.01, -0.02], [-0.01, -0.02, 0.01], [-0.03, -0.01, 0.00], [0.01, 0.02, -0.01], [-0.07, -0.01, 0.01], [-0.01, 0.02, 0.09], [-0.03, 0.00, 0.03], [0.10, 0.01, -0.12], [0.11, -0.23, 0.03], [0.01, 0.12, 0.00], [0.00, 0.00, -0.01], [0.02, -0.02, 0.00], [-0.01, -0.07, 0.08], [0.03, -0.01, 0.07]]}